1.
A molecular structure, C7H17Br4CaF2O2S at a distorted geometry. Source: the Open Molecules 2025 dataset; level of theory: ωB97M-V/def2-TZVPD.

Last column: Mulliken charge in e.
Cartesian coordinates (Å):
O1 0.306 -0.447 -2.008  -0.34
S1 -1.031 -1.296 -1.638  0.29
C1 -2.435 -0.127 -1.495  -0.71
C2 -3.482 -0.274 -2.625  -0.43
C3 -4.866 -0.432 -2.014  -0.88
Br1 -5.344 1.089 -0.914  -0.09
H1 0.049 0.369 -2.474  0.34
H2 -1.285 -2.054 -2.742  0.21
H3 -2.898 -0.421 -0.562  0.46
H4 -2.004 0.862 -1.414  0.49
H5 -3.482 0.571 -3.299  0.33
H6 -3.260 -1.172 -3.193  0.29
H7 -5.587 -0.526 -2.811  0.45
H8 -4.890 -1.343 -1.434  0.42
C4 3.259 1.830 0.818  -1.37
C5 1.844 1.716 1.301  0.62
C6 1.629 0.547 2.241  -0.94
O2 0.996 1.549 0.145  -0.45
H9 3.507 0.923 0.228  0.34
H10 3.324 2.706 0.164  0.04
H11 3.999 1.945 1.608  0.39
H12 1.584 2.670 1.743  0.58
H13 1.830 -0.381 1.699  -0.08
H14 0.587 0.512 2.556  0.35
H15 2.258 0.613 3.128  0.43
H16 1.237 0.703 -0.259  0.20
C7 1.679 -4.073 2.404  -0.39
Br2 3.549 -4.244 2.822  0.01
Br3 1.395 -2.803 0.971  0.03
Br4 0.869 -5.774 2.009  -0.01
H17 1.187 -3.675 3.278  0.38
F1 0.978 4.248 0.980  -0.22
Ca1 3.668 2.239 -1.791  0.52
F2 0.833 3.947 2.576  -0.25

Summary:
spin multiplicity	1
frontier orbital gap	2.9	eV
DFT total energy	-11998.33657	a.u.
HOMO level	-0.2943	Ha
net charge	+1

2.
2 unconnected molecules or ions with the total composition C10H12NO2 at a distorted geometry. Source: the Open Molecules 2025 dataset; level of theory: ωB97M-V/def2-TZVPD.

Last column: Mulliken charge in e.
Cartesian coordinates (Å):
C1 -1.345 -0.256 2.773  -0.37
C2 -1.898 0.498 1.706  -0.58
C3 0.020 -0.484 2.976  -1.01
C4 -0.982 0.939 0.760  -0.14
C5 2.279 0.300 1.970  -0.24
C6 0.828 0.086 1.969  0.64
C7 0.334 0.792 0.864  0.72
C8 1.480 1.449 0.267  -0.12
C9 -0.238 -1.294 -2.059  -0.96
C10 0.513 -0.071 -2.410  0.73
N1 -0.270 0.872 -3.076  -0.44
O1 2.658 1.088 1.028  -0.26
O2 1.713 0.110 -2.121  -0.70
H1 -1.991 -0.604 3.550  0.40
H2 -2.931 0.715 1.603  0.47
H3 0.265 -0.865 3.931  0.44
H4 -1.549 1.544 -0.073  0.23
H5 2.953 -0.076 2.717  0.48
H6 -0.987 -1.586 -2.869  0.42
H7 0.485 -2.037 -1.762  0.30
H8 -0.837 -1.139 -1.116  0.14
H9 1.503 2.522 -0.005  0.35
H10 0.390 1.531 -3.464  0.28
H11 -1.060 0.487 -3.661  0.26
H12 1.590 0.993 -0.775  -0.05

Summary:
spin multiplicity	1
frontier orbital gap	8.2	eV
DFT total energy	-593.19431	a.u.
energy relative to the best compared isomer or geometry (same formula, charge and spin)	17.5	kcal per mole
HOMO level	-0.4937	Ha
net charge	+1

3.
A gas-phase ion, C3H11NO3P (charge +1) at a distorted geometry. Source: the Open Molecules 2025 dataset; level of theory: ωB97M-V/def2-TZVPD.

Last column: Mulliken charge in e.
Cartesian coordinates (Å):
C1 -2.892 0.527 -0.052  -0.86
C2 -1.838 0.464 -1.125  -0.29
O1 -0.720 -0.303 -0.655  -0.20
P1 0.619 0.058 -0.011  0.88
N1 0.644 0.050 1.634  -0.40
O2 0.945 1.574 -0.418  -0.49
O3 1.585 -0.862 -0.747  -0.20
C3 2.732 -1.527 -0.127  -0.60
H1 -3.082 -0.537 0.152  0.29
H2 -2.408 0.924 0.911  0.20
H3 -3.723 1.149 -0.346  0.38
H4 -1.361 1.423 -1.604  0.31
H5 -2.198 -0.053 -1.947  0.27
H6 0.300 0.953 1.908  0.27
H7 0.745 -0.825 2.241  0.27
H8 1.616 2.029 0.044  0.34
H9 3.157 -2.211 -0.800  0.24
H10 2.415 -2.148 0.840  0.28
H11 3.464 -0.686 0.104  0.30

Summary:
spin multiplicity	1
frontier orbital gap	12.2	eV
DFT total energy	-742.54540	a.u.
energy relative to the best compared isomer or geometry (same formula, charge and spin)	0.0	kcal per mole
HOMO level	-0.5658	Ha
net charge	+1
SMILES string	CCO[P@](=[NH2+])(O)OC

4.
A molecular structure, C29H22IrO3PS2Te. Source: the Open Molecules 2025 dataset; level of theory: ωB97M-V/def2-TZVPD.

Last column: Mulliken charge in e.
Cartesian coordinates (Å):
Ir1 0.754 1.426 -0.016  1.83
O1 -0.338 2.647 3.442  -0.55
C1 0.218 2.943 2.417  0.25
O2 1.114 2.153 1.837  -0.52
C2 -0.024 4.299 1.783  0.48
C3 -0.497 5.276 2.636  -0.63
C4 -0.767 6.568 2.192  -0.52
C5 -0.592 6.909 0.857  -0.60
C6 -0.128 5.955 -0.023  -0.74
C7 0.169 4.641 0.414  0.87
S1 0.704 3.622 -0.847  -0.29
H1 -0.650 5.007 3.672  0.46
H2 -1.119 7.309 2.897  0.40
H3 -0.818 7.906 0.510  0.40
H4 0.008 6.195 -1.068  0.44
Te1 3.343 0.719 0.328  0.27
C8 4.154 0.466 -1.524  0.00
C9 3.611 0.814 -2.741  -0.16
C10 4.467 0.514 -3.824  -0.72
C11 5.643 -0.051 -3.411  -0.37
S2 5.714 -0.216 -1.720  -0.10
H5 2.633 1.264 -2.841  0.44
H6 4.232 0.709 -4.859  0.40
H7 6.467 -0.373 -4.026  0.41
O3 -0.642 0.139 -0.820  -1.29
P1 -0.907 -1.272 -0.241  1.15
C12 -2.135 -2.072 -1.250  -0.03
C13 -2.361 -3.443 -1.127  -0.28
C14 -3.339 -4.050 -1.895  -0.72
C15 -4.088 -3.291 -2.787  -0.45
C16 -3.862 -1.930 -2.914  -0.69
C17 -2.884 -1.314 -2.146  -0.28
C18 0.584 -2.253 -0.265  0.78
C19 1.483 -2.069 -1.319  -0.66
C20 2.633 -2.837 -1.390  -0.64
C21 2.894 -3.787 -0.411  -0.53
C22 2.004 -3.977 0.636  -0.82
C23 0.848 -3.214 0.711  -0.12
C24 -1.485 -1.151 1.432  0.69
C25 -2.824 -1.385 1.750  -0.56
C26 -3.261 -1.206 3.054  -0.77
C27 -2.371 -0.790 4.034  -0.59
C28 -1.038 -0.552 3.725  -0.89
C29 -0.593 -0.742 2.429  -0.26
H8 -1.774 -4.039 -0.438  0.38
H9 -3.516 -5.113 -1.803  0.42
H10 -4.851 -3.768 -3.387  0.40
H11 -4.446 -1.346 -3.613  0.42
H12 -2.697 -0.253 -2.242  0.42
H13 1.276 -1.332 -2.085  0.47
H14 3.328 -2.693 -2.208  0.47
H15 3.794 -4.384 -0.468  0.44
H16 2.211 -4.717 1.397  0.44
H17 0.161 -3.359 1.535  0.48
H18 -3.522 -1.703 0.988  0.38
H19 -4.298 -1.384 3.302  0.43
H20 -2.720 -0.646 5.048  0.40
H21 -0.351 -0.209 4.485  0.42
H22 0.454 -0.564 2.200  0.55

Summary:
spin multiplicity	6
frontier orbital gap (spin up / spin down)	8.2 / 6.2	eV
DFT total energy	-2853.83681	a.u.
energy relative to the best compared isomer or geometry (same formula, charge and spin)	0.0	kcal per mole
HOMO level (spin up / spin down)	-0.3832 / -0.4298	Ha
net charge	+1